Entry from OMol25: a molecular structure, C27H42As3N3S2Ta in a non-equilibrium geometry (the ωB97M-V functional and the def2-TZVPD basis).

The calculation puts the LUMO energy at -10.88 eV. The value obtained for the energy relative to the best compared isomer or geometry (same formula, charge and spin) is 5.7 kcal per mole. The value obtained for the HOMO energy is -15.51 eV. As for the total charge: +3. The orbital gap is 4.63 eV. For the strongest force on any atom, the calculation gives 1.64 eV/Å.

```
78
Properties=species:S:1:pos:R:3:forces:R:3:mulliken_charge:R:1
H -4.1671 1.9266 -1.2906 0.0 0.0 0.0 0.543
H 0.1129 3.1783 -4.1099 0.0 0.0 0.0 0.510
H -2.4478 -0.8681 6.0641 0.0 0.0 0.0 0.465
As -1.0895 1.6160 1.7815 0.2 0.1 -0.2 0.793
C -3.3806 1.1736 -1.2804 0.0 0.0 0.0 -0.864
H -0.2444 -1.4432 4.0960 0.0 0.0 0.0 0.744
H -3.2169 0.8528 -0.2489 0.0 0.0 0.0 -0.176
C 2.4806 1.3993 -3.1016 0.0 0.0 0.0 -0.594
C -0.0471 -3.5382 2.1972 0.0 0.0 -0.1 -1.617
H 0.3573 3.4085 0.7103 0.0 0.0 0.0 0.411
H -3.7455 1.0574 3.8107 0.0 0.0 0.0 1.104
H -4.7846 -0.3969 6.6068 0.0 0.0 0.0 0.367
C 0.0830 -2.2788 -1.9221 -0.1 0.2 0.1 0.344
H -6.3758 -0.7767 5.9546 0.0 0.0 0.0 0.437
C 1.4004 1.1684 -2.3278 0.0 0.1 0.0 -0.265
C 2.0486 -3.6892 -1.8083 0.0 0.0 0.0 -0.890
C -3.3440 0.0678 3.5714 0.0 0.0 0.0 -0.624
C 0.4091 -1.9537 -3.2493 0.0 0.1 0.0 -0.622
H -0.3559 -3.9159 3.1723 0.0 0.0 0.0 0.570
H -6.2321 0.2244 2.9080 0.0 0.0 0.0 0.374
C -1.9239 -0.0054 5.6507 0.0 0.0 0.0 -2.136
H 0.2319 3.6160 2.4684 0.0 0.0 0.0 0.516
N 1.6140 0.2664 -1.2792 0.1 0.2 0.3 0.396
C -1.0386 1.1111 3.6528 0.0 0.0 0.1 -1.565
C -6.0274 -0.8467 2.9109 0.0 0.0 0.0 -1.106
H -1.7366 -2.4925 -0.7625 0.0 -0.1 -0.1 0.470
H -2.6105 3.4363 2.4439 0.0 0.0 0.0 0.549
H 1.3287 2.3860 1.8096 0.0 0.0 0.0 0.381
Ta -0.2118 -0.2035 -0.0848 0.0 -1.2 -1.2 0.329
H 4.1919 -1.7873 -0.8960 0.0 0.0 0.0 0.499
N 1.8022 -0.4586 2.4865 0.1 0.0 0.0 -0.463
H -0.9088 -0.0109 6.0506 0.0 0.0 0.0 0.490
H -3.3452 -0.0267 2.4724 0.0 0.0 0.0 -0.885
H -2.7415 -3.5943 0.7390 0.0 0.0 0.0 0.707
C 0.0582 1.7114 -2.4784 0.1 0.1 0.0 -0.293
S -2.1084 2.8121 -3.1452 0.0 0.0 0.0 -0.066
C -0.4219 2.6233 -3.3557 0.0 -0.1 0.0 -0.408
C -2.6220 2.7793 1.5739 0.0 0.0 -0.1 -1.368
C -1.1627 -1.7443 -1.2980 -0.2 0.2 0.5 -1.183
H 2.8657 -1.6786 0.2597 0.0 0.0 0.0 0.139
C -1.2716 -1.3906 3.7278 0.0 0.0 0.0 -1.954
H -5.7335 -1.1679 1.9109 0.0 0.0 0.0 0.225
H -3.2562 -3.2188 2.3973 0.0 0.0 0.0 0.538
C 0.3741 2.8889 1.6679 0.0 0.0 0.0 -1.266
H -2.4254 0.8976 6.0016 0.0 0.0 0.0 0.468
C 2.3445 -3.3804 -3.1237 0.0 0.0 0.0 -0.492
H -6.9431 -1.3737 3.1736 0.0 0.0 0.0 0.436
H -3.5589 2.2307 1.5515 0.0 0.0 0.0 0.338
H -3.5951 -2.0716 1.0884 0.0 0.0 0.0 0.198
N -0.9090 1.1993 -1.6237 0.0 0.0 0.4 1.260
H -0.2223 -4.3153 1.4569 0.0 0.0 0.0 0.590
H 1.0039 -3.2619 2.2377 0.0 0.0 0.0 0.406
C 0.9222 -3.1365 -1.2055 0.1 0.0 0.1 0.540
C -5.4145 -0.3187 5.7240 0.0 0.0 0.0 -1.146
As -4.6482 -1.3012 4.2234 0.0 0.0 0.0 0.236
H -0.2432 -1.3023 -3.8201 0.0 0.0 0.0 0.493
H 2.5626 2.0402 -3.9648 0.0 0.0 0.0 0.499
H -5.5763 0.7299 5.4750 0.0 0.0 0.0 0.360
H -1.8157 -1.2618 -2.0270 0.0 0.0 0.0 0.755
H 0.6653 -3.4217 -0.1954 0.0 -0.1 0.0 0.257
C 2.8810 -0.1692 -1.2782 -0.1 0.1 0.0 0.576
H -1.8325 -2.2110 4.1856 0.0 0.0 0.0 0.769
H 2.6721 -4.3820 -1.2584 0.0 0.0 0.0 0.544
C -2.8759 -2.7956 1.4669 0.0 0.0 0.0 -1.607
H 4.2050 -0.5329 0.3412 -0.1 0.0 0.0 0.460
C -1.9154 -0.0585 4.1139 0.0 0.0 0.0 1.314
C -2.1238 1.6824 -1.8967 0.0 -0.1 0.0 0.155
H -1.3505 2.0350 4.1500 0.0 0.0 0.0 0.802
H 0.0147 0.9450 3.8884 0.0 0.0 0.0 0.551
H -2.5076 3.3824 0.6741 0.0 0.0 0.0 0.478
C 3.5606 -1.1005 -0.3341 0.0 0.0 0.0 -1.408
H 3.1987 -3.8356 -3.6075 0.0 0.0 0.0 0.472
S 3.8060 0.4994 -2.5297 0.1 0.0 -0.1 -0.086
H 1.7447 -2.2934 -4.8813 0.0 0.0 0.0 0.505
C 1.2294 -0.4629 1.4818 0.0 0.0 0.2 0.074
H -3.7423 0.3155 -1.8534 0.0 0.0 0.0 0.365
C 1.5225 -2.5074 -3.8442 0.0 0.0 0.0 -0.851
As -1.1635 -1.9847 1.8717 0.0 0.3 0.1 1.133
```
Forces are in eV/Å.